(1)
Entry from the OMol25 dataset: an isolated molecule of C6H13N (the ωB97M-V functional and the def2-TZVPD basis).

As for the orbital gap: 4.79 eV. The value obtained for the electronic energy is -7916.15119 eV. Its strongest force on any atom is 7.4 eV Å⁻¹. The relative energy (zero: lowest compared OMol25 entry of this formula, charge and spin) comes out at 154.1 kcal per mole. As for the net charge: 0. Its LUMO energy is -1.89 eV.

Geometry (Å):
C (-2.797, -0.838, 0.203)
N (-1.939, -0.365, -0.812)
C (-0.718, 0.261, -0.271)
C (0.298, -0.661, 0.570)
C (1.437, 0.185, 1.041)
C (2.736, 0.411, 0.227)
C (-0.034, 0.913, -1.512)
H (-2.683, -0.301, 1.161)
H (-2.565, -1.871, 0.514)
H (-3.849, -0.803, -0.139)
H (3.530, 0.551, 0.982)
H (-1.179, 0.971, 0.456)
H (0.592, -1.520, -0.020)
H (-0.483, -0.950, 1.320)
H (1.528, 0.087, 2.118)
H (3.040, -0.310, -0.535)
H (2.890, 1.398, -0.219)
H (-0.068, 0.107, -2.284)
H (-0.608, 1.757, -1.913)
H (0.872, 0.980, -0.887)

(2)
Entry from the OMol25 dataset: a 4-piece molecular cluster, CH5NO2S overall (the ωB97M-V functional and the def2-TZVPD basis).

As for the orbital gap: 9.36 eV. The value obtained for the electronic energy is -17535.10661 eV. Its strongest force on any atom is 3.8 eV Å⁻¹. The relative energy (zero: lowest compared OMol25 entry of this formula, charge and spin) comes out at 88.5 kcal per mole. As for the net charge: 0. Its LUMO energy is -0.79 eV.

Geometry (Å):
C (-0.645, -0.846, 0.208)
N (2.517, 1.546, -0.731)
O (2.515, -0.693, 0.451)
O (-0.943, -0.135, -0.673)
S (3.192, 0.595, 0.242)
H (-3.323, 0.456, 0.215)
H (-0.712, -0.616, 1.352)
H (-0.062, -1.715, -0.070)
H (1.626, 1.301, -1.240)
H (-4.164, 0.109, 0.247)

(3)
Entry from the OMol25 dataset: an isolated ion of composition C9H15N2OS2 and charge +1 (the ωB97M-V functional and the def2-TZVPD basis).

As for the orbital gap: 8.38 eV. The value obtained for the electronic energy is -36266.85048 eV. Its strongest force on any atom is 0.9 eV Å⁻¹. The relative energy (zero: lowest compared OMol25 entry of this formula, charge and spin) comes out at 0.0 kcal per mole. As for the net charge: +1. Its LUMO energy is -3.58 eV.

Geometry (Å):
C (0.591, -1.683, -2.113)
C (1.176, -0.373, -2.024)
C (-0.565, -1.978, -1.495)
C (-0.801, 0.431, -0.795)
C (0.552, 0.637, -1.399)
C (-1.247, -1.012, -0.655)
C (-2.833, -2.443, 0.442)
C (-0.077, 0.851, 3.551)
C (1.159, 2.010, -1.291)
N (-2.152, -1.219, 0.208)
N (2.330, 1.975, -0.371)
O (1.667, 0.521, 1.623)
S (-0.984, 1.318, 0.813)
S (0.275, 0.062, 1.944)
H (1.121, -2.436, -2.674)
H (2.138, -0.224, -2.493)
H (-0.965, -2.978, -1.537)
H (-1.546, 0.946, -1.417)
H (-2.512, -3.295, -0.163)
H (-2.729, -2.686, 1.501)
H (-3.892, -2.256, 0.264)
H (-0.982, 0.412, 3.959)
H (0.771, 0.635, 4.194)
H (-0.196, 1.923, 3.438)
H (1.476, 2.374, -2.271)
H (0.424, 2.703, -0.878)
H (2.632, 2.913, -0.102)
H (3.113, 1.475, -0.797)
H (2.056, 1.398, 0.538)